Record 1
The following is a quantum chemistry calculation of an isolated ion of composition C7H14N2O3P and charge +1 at a distorted geometry, from the OMol25 dataset.

Last column: Löwdin charge in e.
Atoms and positions in Å:
C 0.65696 -0.11616 -0.01305  -0.4384
C -4.21301 0.66596 -0.69595  -0.1306
C -4.33329 0.11750 0.73833  -0.1237
C 2.52697 1.48614 -0.30983  -0.0417
C 2.84753 -0.91304 -0.96969  -0.0366
C 2.59383 -0.30248 1.45848  -0.0238
C 2.17181 0.03556 0.02265  -0.5383
N -0.09535 0.87849 0.21690  0.1622
N 0.16165 -1.36729 -0.17743  0.0808
O -2.92565 0.25574 -1.17289  -0.1337
O -2.99413 -0.14301 1.18743  -0.1316
O -1.25035 -1.45899 -0.25037  -0.1054
P -1.95409 -0.05553 0.01992  0.8850
H -4.95895 0.24618 -1.37286  0.1446
H -4.26439 1.75756 -0.72033  0.1396
H -4.79199 0.83439 1.42252  0.1431
H -4.88295 -0.82768 0.77042  0.1421
H 2.23240 1.72847 -1.32837  0.0945
H 2.01824 2.16721 0.36661  0.0831
H 3.60033 1.63206 -0.21498  0.0977
H 3.90151 -0.65273 -1.02869  0.1011
H 2.42924 -0.80968 -1.96856  0.0967
H 2.78714 -1.95107 -0.65084  0.0865
H 3.67544 -0.22329 1.53668  0.0992
H 2.30053 -1.31457 1.72743  0.0901
H 2.14652 0.39392 2.16245  0.0954
H 0.61404 -2.06364 -0.75596  0.1622

Properties
LUMO energy	-3.94	eV
electronic energy	-951.4426	Eh
energy above the lowest of the compared OMol25 structures with the same formula, charge and spin	0.0	kcal/mol
total charge	+1
molecular weight	205.2	g mol⁻¹
orbital gap	10.350	eV
SMILES string	CC(C)(C)C1=[NH+]OP2(=N1)OCCO2

---

Record 2
The following is a quantum chemistry calculation of a 2-piece molecular cluster, C3H9N2S overall at a distorted geometry, from the OMol25 dataset.

Last column: Löwdin charge in e.
Atoms and positions in Å:
C 0.82261 -1.32523 0.07834  -0.1310
C 0.76870 -0.42956 -0.90908  -0.1749
C -2.65185 0.21048 0.62885  -0.4356
N 1.71276 -1.20937 1.13334  0.1285
N 1.51974 0.66678 -1.06168  0.1378
S -3.27452 0.63157 -0.78905  0.8755
H -2.05272 0.94400 1.09676  0.0050
H 0.17428 -0.55550 -1.82943  0.1438
H 0.28943 -2.24255 0.06957  0.1202
H -2.98452 -0.66020 1.05557  -0.0068
H 1.83764 -1.95495 1.81060  0.1223
H 1.81348 1.04347 -0.22048  0.0749
H 2.53140 -0.63905 0.85999  0.1198
H 1.46143 1.34527 -1.88916  0.1788
H -4.10826 -0.26281 -0.96902  -0.1583

Properties
LUMO energy (spin up / spin down)	-3.69 / -6.42	eV
electronic energy	-627.0343	Eh
energy above the lowest of the compared OMol25 structures with the same formula, charge and spin	85.2	kcal/mol
total charge	+1
molecular weight	105.2	g mol⁻¹
orbital gap (spin up / spin down)	9.086 / 3.850	eV

---

Record 3
The following is a quantum chemistry calculation of C51H63GePSSb2Se2Si3Ti as an isolated structure at a distorted geometry, from the OMol25 dataset.

Last column: Löwdin charge in e.
Atoms and positions in Å:
Ti 0.24247 0.31905 0.80375  -0.2677
Se -1.10544 -1.74646 1.09228  0.4164
P -2.49381 -0.11651 0.86317  0.2696
Se -1.68680 1.86318 1.18454  0.4720
C -4.02613 -0.36603 1.81299  -0.3730
C -4.80637 0.73476 2.14789  -0.1154
C -6.09719 0.54074 2.61286  -0.0471
C -6.60124 -0.74617 2.73506  -0.0451
C -5.81773 -1.84402 2.40506  -0.0469
C -4.52995 -1.65748 1.93203  -0.1096
C -3.24454 -0.20163 -0.79303  -0.4376
C -3.18685 -1.36439 -1.55009  -0.1350
C -3.95377 -1.47299 -2.69998  -0.0597
C -4.80050 -0.43907 -3.06844  -0.0633
C -4.84920 0.72716 -2.31818  -0.0576
C -4.06946 0.85175 -1.18096  -0.0934
H -4.40923 1.73427 2.02498  0.0717
H -6.71399 1.39417 2.85962  0.1183
H -7.61698 -0.89548 3.07445  0.1173
H -6.21914 -2.84412 2.49611  0.1180
H -3.92199 -2.50303 1.63006  0.0935
H -2.54734 -2.18386 -1.24695  0.0677
H -3.90282 -2.37710 -3.29212  0.1156
H -5.42715 -0.54755 -3.94304  0.1144
H -5.50601 1.53638 -2.60887  0.1162
H -4.10655 1.75918 -0.58985  0.0905
Ge 2.64156 -0.41596 0.67012  0.8530
C 3.39942 -1.34788 -0.89893  -0.3656
C 3.67575 -0.69970 -2.09809  -0.1376
C 4.35848 -1.35501 -3.11480  -0.0811
C 4.73521 -2.67962 -2.96096  -0.0762
C 4.42227 -3.35217 -1.78867  -0.0788
C 3.75820 -2.68896 -0.76826  -0.1260
C 3.00108 1.48321 0.16913  -0.3796
C 1.94005 2.38055 0.16287  -0.2085
C 2.04983 3.67737 -0.31220  -0.0627
C 3.27909 4.10608 -0.78482  -0.0709
C 4.37174 3.24734 -0.75002  -0.0480
C 4.23384 1.95065 -0.27943  -0.0956
H 3.83120 -0.64778 1.62100  -0.0057
H 3.39839 0.34150 -2.23668  0.0830
H 4.61338 -0.82776 -4.02562  0.0965
H 5.26256 -3.18622 -3.75830  0.1102
H 4.70740 -4.38878 -1.66124  0.1093
H 3.52409 -3.21286 0.15311  0.0962
H 0.96502 2.05889 0.56101  -0.0339
H 1.19420 4.34136 -0.31744  0.1170
H 3.38535 5.11039 -1.17170  0.1127
H 5.33499 3.59118 -1.10354  0.1155
H 5.08646 1.28171 -0.25880  0.1179
C -2.90295 2.72283 4.38311  -0.2214
Si -1.17160 2.13025 4.87384  0.5102
C -1.20782 1.57919 6.67492  -0.1993
C 0.14142 3.34062 4.21644  -0.2239
Sb -0.04638 -0.04875 3.44784  0.8131
Si 2.40500 0.16142 4.28405  0.3556
C 2.01893 0.41855 6.10517  -0.2441
C 3.09289 -1.58690 4.09320  -0.2413
C 3.24688 1.66929 3.51829  -0.2151
Si -0.58959 -2.48489 4.80847  0.5325
C -2.47544 -2.27255 4.78339  -0.2198
C 0.10262 -2.50743 6.55978  -0.1964
C 0.14733 -3.79023 3.63693  -0.2308
H -3.25626 3.44773 5.11951  0.0461
H -3.61601 1.89926 4.34849  0.0168
H -2.88630 3.21146 3.41064  -0.0148
H -1.40250 2.44559 7.31054  0.0459
H -0.27687 1.12796 7.00029  -0.0074
H -2.01073 0.85932 6.83748  0.0354
H -0.17315 4.38150 4.31152  0.0420
H 0.29883 3.13627 3.15444  -0.0136
H 1.09469 3.23033 4.73168  0.0182
H 1.12587 -0.14474 6.36047  -0.0324
H 1.84903 1.46582 6.35248  0.0301
H 2.84674 0.06753 6.72490  0.0496
H 2.94555 -2.13971 5.02119  0.0268
H 4.16225 -1.58096 3.87814  0.0367
H 2.59011 -2.11554 3.28348  -0.0130
H 3.54896 2.37863 4.28912  0.0425
H 2.56671 2.17208 2.83391  -0.0039
H 4.14083 1.39694 2.95721  0.0254
H -2.72926 -1.24797 5.06034  0.0176
H -2.98870 -2.96455 5.45230  0.0425
H -2.83536 -2.45344 3.77179  -0.0089
H -0.34562 -1.73413 7.18325  0.0330
H 1.18409 -2.38764 6.59043  0.0179
H -0.13484 -3.47169 7.01528  0.0474
H 0.44394 -3.33370 2.69264  -0.0431
H -0.60071 -4.55164 3.40678  0.0386
H 1.01377 -4.29310 4.06490  0.0384
S -0.07798 -0.02386 -1.56150  0.1821
Sb 0.30515 0.02857 -3.81074  1.4123
C 0.91672 -1.87577 -4.50508  -0.3553
C 1.26850 -2.00127 -5.84451  -0.1346
C 1.67004 -3.23850 -6.32382  -0.0574
C 1.70570 -4.33412 -5.47275  -0.0517
C 1.33790 -4.19892 -4.14159  -0.0608
C 0.94259 -2.96455 -3.64982  -0.1192
C -1.49577 0.48784 -4.84325  -0.3367
C -2.10974 1.72137 -4.67692  -0.1193
C -3.21074 2.04200 -5.45515  -0.0688
C -3.68915 1.13646 -6.39196  -0.0596
C -3.07996 -0.10111 -6.54267  -0.0621
C -1.97936 -0.43164 -5.76503  -0.1181
C 1.70779 1.55278 -4.28361  -0.3407
C 2.83517 1.22658 -5.02488  -0.1299
C 3.72713 2.22801 -5.37843  -0.0538
C 3.48290 3.54014 -5.00041  -0.0525
C 2.34938 3.85836 -4.26468  -0.0696
C 1.45839 2.86224 -3.89604  -0.1221
H 1.22504 -1.15100 -6.51609  0.1093
H 1.94932 -3.34603 -7.36315  0.1165
H 2.02338 -5.29608 -5.85176  0.1161
H 1.36716 -5.05398 -3.48075  0.1146
H 0.67124 -2.85567 -2.60536  0.0897
H -1.73971 2.43403 -3.94918  0.0987
H -3.68925 3.00512 -5.33863  0.1149
H -4.53734 1.39770 -7.01041  0.1157
H -3.45012 -0.80724 -7.27379  0.1155
H -1.50247 -1.39749 -5.88508  0.0962
H 3.01535 0.20315 -5.32948  0.0841
H 4.60659 1.98243 -5.95796  0.1167
H 4.17827 4.31840 -5.28356  0.1158
H 2.15234 4.88500 -3.98648  0.1140
H 0.57737 3.11172 -3.31515  0.0962

Properties
LUMO energy	-5.99	eV
electronic energy	-11798.5110	Eh
total charge	+2
molecular weight	1345.3	g mol⁻¹
orbital gap	5.965	eV

---

Record 4
The following is a quantum chemistry calculation of F6H26N3NaO25S6 as an isolated structure at a distorted geometry, from the OMol25 dataset.

Last column: Löwdin charge in e.
Atoms and positions in Å:
Na -3.07761 1.38379 1.52670  0.5994
N -0.73146 1.48891 0.99098  -0.3638
S -0.02260 1.96919 -0.28055  0.5175
O -0.57322 1.51512 -1.55925  -0.2355
O 1.44458 1.95319 -0.15911  -0.2670
F -0.51403 3.48238 -0.14653  -0.1689
S -0.38603 -0.18012 0.71284  0.7336
O 0.98516 -0.57164 1.05245  -0.2123
O -1.17741 -0.94656 -0.30961  -0.2504
F -1.12491 -0.59292 2.13879  -0.2067
N -0.45758 -5.82577 2.54542  -0.2535
S -0.26693 -4.44720 1.52381  0.5891
O -1.26332 -3.36652 1.38229  -0.3233
O 0.58218 -4.82169 0.42555  -0.2533
F 0.67136 -3.67523 2.59680  -0.2196
S -1.68631 -6.23883 1.72313  0.4254
O -1.42655 -6.63436 0.33419  -0.2996
O -2.92144 -5.56495 2.07645  -0.3362
F -1.89343 -7.66030 2.54165  -0.2640
N 1.22680 -1.60964 -4.94489  -0.2547
S 0.14418 -2.06585 -3.69326  0.5865
O -0.77340 -1.06226 -3.20253  -0.3040
O 0.66648 -3.06811 -2.77825  -0.2644
F -0.96576 -2.94401 -4.53572  -0.2359
S 2.27980 -1.17870 -3.91498  0.4519
O 3.24594 -2.23039 -3.45924  -0.3223
O 2.05172 -0.06467 -3.04134  -0.2941
F 3.21578 -0.45056 -5.02239  -0.2424
O 1.40825 -0.87636 4.06207  -0.0498
H 2.35527 -0.74063 4.09325  0.0320
H 1.09830 -0.25483 3.40338  -0.0254
O 0.57225 2.25311 3.24136  -0.0466
H 0.24197 1.99617 2.38048  -0.0498
H 0.29926 3.16516 3.34071  0.0112
O 3.75402 0.26749 -0.46316  -0.0374
H 4.48898 0.82263 -0.20264  0.0449
H 3.02245 0.87462 -0.57474  -0.0008
O 3.94383 2.23281 2.39416  -0.0421
H 3.02183 2.03430 2.23062  0.0040
H 3.95844 3.17251 2.57576  0.0146
O -1.83937 3.45198 2.33874  -0.0511
H -1.47648 4.26711 1.99219  0.0308
H -1.40965 2.76324 1.83159  -0.0730
O -3.86236 -1.22113 2.13358  -0.0363
H -3.35359 -1.78956 2.71173  0.0492
H -4.43951 -1.81801 1.65728  0.0467
O -3.43134 2.78675 -0.82934  -0.0343
H -3.04132 2.36921 -1.59731  0.0168
H -4.36955 2.80737 -1.01791  0.0427
O 0.77155 5.05327 1.82653  -0.0298
H 1.69029 4.90145 2.04812  0.0449
H 0.62323 5.97529 2.03651  0.0490
O -3.50379 0.58613 -3.00654  -0.0290
H -2.84573 0.28507 -2.37999  0.0064
H -4.29517 0.70996 -2.48250  0.0175
O 1.86484 4.38716 -1.62730  -0.0372
H 2.53604 4.31855 -0.94832  0.0487
H 1.24613 5.03425 -1.28863  0.0417
O 3.27481 -2.29230 -0.73722  -0.0751
H 3.76940 -1.47684 -0.81865  -0.0238
H 2.42621 -2.02413 -0.38481  -0.0001
O -3.05269 -2.78499 -1.34167  -0.0344
H -2.41122 -2.48535 -0.69749  -0.0225
H -3.90067 -2.63398 -0.92411  0.0112
O 1.23325 2.51373 -3.54682  -0.0753
H 1.39976 3.09508 -2.80484  -0.0436
H 0.98011 1.68144 -3.14752  -0.0267

Properties
LUMO energy	2.15	eV
electronic energy	-5211.4474	Eh
total charge	-2
molecular weight	797.6	g mol⁻¹
orbital gap	5.836	eV